Entry 1:
Below is a 2-piece molecular cluster, C7H12 overall, with properties calculated with wB97M-V/def2-TZVPD.

```
19
Properties=species:S:1:pos:R:3:forces:R:3:mulliken_charge:R:1
C 1.4235 1.0039 0.5228 0.1 0.1 0.0 -0.47
C -2.2672 -0.6347 1.0804 -0.2 -0.2 0.2 -1.04
C 0.9527 1.3656 -0.8763 0.0 0.1 -0.1 -0.44
H -1.6371 -0.1292 1.8210 -0.2 -0.3 0.0 0.33
H 1.7991 -1.2980 -1.5834 0.5 -0.2 -0.2 0.02
H -2.6574 -1.5599 1.5006 -0.1 0.0 0.1 0.24
H 1.0280 1.7171 1.2585 0.1 0.0 -0.1 0.28
C -1.5222 -0.7687 -0.2033 -0.1 -0.1 0.1 -0.29
C -0.2213 -0.5002 -0.3220 -0.5 0.4 0.2 0.53
H 2.0837 -0.6199 -1.6930 0.2 -0.5 -0.1 0.01
H 0.4016 -0.5447 1.7642 0.1 0.2 -0.1 0.34
H -3.1049 0.0430 0.8724 0.0 -0.2 0.2 0.29
H -0.4507 0.5024 -2.3019 0.2 0.1 0.0 0.38
H 1.5961 -1.1754 0.6559 -0.3 0.2 -0.2 0.29
C 0.8240 -0.3997 0.7654 -0.1 0.1 0.0 -0.84
H 2.5147 1.0167 0.6173 -0.1 0.0 0.0 0.32
H 1.2421 2.2735 -1.3869 0.0 0.0 0.1 0.39
H -2.1061 -0.7597 -1.1230 0.0 0.2 0.1 0.32
C 0.1014 0.4680 -1.3685 0.4 0.2 -0.2 -0.68
```
Forces are in eV/Å.

As for the energy relative to the best compared isomer or geometry (same formula, charge and spin): 60.9 kcal/mol. The HOMO energy is -7.826 eV. The calculation puts the max |F| at 0.6 eV/Å. The structure (SMILES) is C/C=C1/C=CCC1.[H][H].

=====

Entry 2:
Below is C20H26B2F2N10OS2W as an isolated structure, with properties calculated with wB97M-V/def2-TZVPD.

```
64
Properties=species:S:1:pos:R:3:forces:R:3:mulliken_charge:R:1
H -6.5896 -1.3927 -2.8304 0.0 0.0 0.0 0.34
N -2.6055 0.0820 -0.8506 0.1 0.2 -0.2 -0.03
C -1.5727 -2.8596 0.0989 0.1 0.0 0.0 0.01
O 1.5821 2.6890 -1.8950 0.6 0.3 -0.3 -0.11
C -0.2668 1.7287 2.1915 -0.1 -0.1 0.0 -0.43
B 1.4072 -1.5318 1.7289 0.0 0.0 0.1 0.43
H 3.9649 3.9572 -1.4023 0.0 0.0 0.0 0.35
H -1.9540 -4.8332 1.0139 0.0 0.0 0.0 0.45
C 4.0869 3.2486 -2.2190 0.0 0.0 -0.1 -0.91
H 2.8844 5.1940 -4.1138 0.0 0.0 0.0 0.48
C -0.2264 -3.6149 1.6570 0.0 0.0 0.0 0.16
H -0.8799 2.5171 1.7841 0.0 0.0 0.0 0.62
N -3.8204 -0.5491 -2.7372 0.0 0.0 0.0 0.17
N 2.2367 -1.2634 0.4380 0.2 0.1 0.0 0.56
N -0.6123 -1.9324 0.2895 0.0 -0.3 0.2 -0.39
F -0.2810 2.2889 -3.2807 0.0 0.0 -0.3 -0.14
N 1.6671 -0.5747 -0.5757 0.0 0.2 -0.2 -0.47
C -3.6590 1.0660 1.1108 0.0 0.0 0.0 -1.35
C 3.7080 -2.2704 4.4561 0.0 0.0 0.0 -0.82
C 3.4862 -1.7182 3.2293 0.0 0.0 0.0 -0.29
N 1.6471 -2.8889 3.7604 0.1 0.1 0.1 -0.98
H -7.0270 0.3075 -2.6543 0.0 0.0 0.0 0.40
H -3.7185 2.1570 1.0551 0.0 0.0 0.0 0.30
C 3.4091 -1.7669 0.0309 -0.1 -0.1 0.1 0.11
B 0.2770 2.3601 -2.1070 -0.4 0.6 -0.1 0.19
H -2.3394 -2.7109 -0.6413 0.0 0.0 0.0 0.45
H 1.5481 -0.0971 4.1869 0.0 0.0 0.0 0.42
H 4.5912 -2.1831 5.0647 0.0 0.0 0.0 0.46
H 4.4736 -1.6357 -1.9009 0.0 0.0 0.0 0.50
S -1.1491 -0.9325 -2.7556 0.0 0.2 0.0 -0.43
H 4.3437 2.2507 -1.8666 0.0 0.0 0.0 0.32
S 2.5759 3.1115 -3.1443 -0.1 -0.1 0.4 0.53
H -5.8759 0.7133 -0.4546 0.0 0.0 0.0 0.53
H 4.8347 3.5909 -2.9399 0.0 0.0 0.0 0.50
C -3.7412 0.4991 -0.2606 0.0 -0.1 0.1 0.95
H 2.2892 -3.5787 5.6113 0.0 0.0 0.0 0.49
C 2.5063 -0.6493 -1.6222 0.1 0.0 0.0 -0.36
C 0.9692 0.3978 3.4226 0.0 0.1 0.0 0.09
H 0.2360 2.3103 4.2644 0.0 0.0 0.0 0.48
C 2.1300 4.8121 -3.4186 0.1 -0.1 0.0 -1.02
C -4.9616 0.3872 -0.9284 0.0 0.0 0.0 -1.09
C -2.6358 -0.4380 -2.0988 -0.1 0.1 0.0 -0.18
H 2.2441 -0.1981 -2.5676 0.0 0.0 0.0 0.77
W -0.3926 -0.0393 -0.4993 -0.5 -0.4 0.3 1.78
F -0.5086 2.3163 -1.0107 0.2 -0.6 0.0 -0.14
H 2.1471 5.3633 -2.4798 0.0 0.0 0.0 0.37
C 2.5241 -2.9900 4.7384 0.0 0.0 -0.1 -0.33
N 0.8096 -0.1616 2.2201 0.0 0.0 0.1 0.80
C 3.6294 -1.3852 -1.2825 0.0 0.0 -0.1 -1.73
H 4.1074 -1.0675 2.6348 0.0 0.0 0.0 0.58
C 0.3004 1.6152 3.4458 0.0 0.0 0.0 -1.50
N 0.0269 0.6434 1.4497 0.2 0.0 0.1 -0.62
H 1.1557 4.8325 -3.9055 0.0 0.0 0.0 0.38
N 2.2459 -2.1197 2.8058 0.0 0.0 -0.1 0.35
H -2.7320 0.7839 1.6035 0.0 0.0 0.0 0.22
C -6.2409 -0.3671 -2.9831 0.1 0.0 0.0 -1.42
H 3.9989 -2.3856 0.6873 0.0 0.0 0.0 0.70
C -5.0025 -0.1534 -2.1895 -0.1 0.0 -0.1 0.71
N 0.2140 -2.4165 1.2673 -0.1 0.0 0.0 0.37
H 0.2882 -4.1396 2.4443 0.0 0.0 0.0 0.61
H -6.0647 -0.2242 -4.0493 0.0 0.0 0.0 0.44
H -3.8175 -0.9512 -3.6699 0.0 0.0 0.0 0.33
C -1.3668 -3.9355 0.9327 0.0 0.0 0.0 -1.46
H -4.5048 0.7327 1.7112 0.0 0.0 0.0 0.49
```
Forces are in eV/Å.

As for the energy relative to the best compared isomer or geometry (same formula, charge and spin): 0.0 kcal/mol. The HOMO energy (alpha / beta) is -15.822 / -15.841 eV. As for the total charge: +3. The calculation puts the max |F| at 0.7 eV/Å. As for the multiplicity: 4.

=====

Entry 3:
Below is C2H7NS2 in the gas phase, with properties calculated with wB97M-V/def2-TZVPD.

```
12
Properties=species:S:1:pos:R:3:forces:R:3:mulliken_charge:R:1
C 0.7989 -0.5923 -0.0193 -0.8 -0.1 0.8 -0.67
C 1.8156 -0.0271 0.9558 0.1 0.1 -0.3 -0.50
H -2.9149 0.5843 -0.5937 0.0 0.0 -0.2 0.14
H 3.4972 -0.9767 0.2825 -0.1 0.0 -0.1 0.22
H 0.8288 -1.6777 -0.0934 0.5 0.1 -0.4 0.34
S -1.6774 0.5844 -1.1134 -0.1 0.0 0.2 -0.18
S -0.8799 -0.2776 0.6252 -0.2 0.2 0.1 -0.09
H 1.7736 -0.5756 1.9020 0.0 0.0 0.1 0.29
N 3.1321 -0.0296 0.3217 0.3 -0.2 0.3 -0.60
H 0.8511 -0.0778 -0.9676 0.3 -0.2 -0.3 0.45
H 1.5311 1.0038 1.1691 0.1 0.0 0.0 0.37
H 3.7924 0.4790 0.9006 0.0 0.1 -0.1 0.23
```
Forces are in eV/Å.

As for the energy relative to the best compared isomer or geometry (same formula, charge and spin): 8.1 kcal/mol. The HOMO energy is -8.067 eV. The calculation puts the max |F| at 1.1 eV/Å. The structure (SMILES) is NCCSS.

=====

Entry 4:
Below is C13H17NO3 in the gas phase, with properties calculated with wB97M-V/def2-TZVPD.

```
34
Properties=species:S:1:pos:R:3:forces:R:3:mulliken_charge:R:1
O -4.2675 -1.2259 -0.6944 0.2 0.0 0.1 -0.61
H 2.2524 -0.5726 -1.0292 0.0 0.1 -0.1 0.12
O -3.7290 0.4637 0.6917 0.4 -0.1 0.1 -0.24
H -5.1291 1.7894 1.2709 0.0 0.0 0.0 0.22
C -0.1412 1.0884 -1.7779 0.0 -0.1 -0.2 -0.92
H -0.9611 1.2010 -2.4680 -0.1 0.1 -0.1 0.31
C 2.7385 0.2073 -0.4255 0.1 0.0 0.1 -0.30
C -1.3810 -2.0645 -0.5170 -0.7 0.7 0.3 -0.68
H 3.0382 1.0179 -1.0964 -0.1 0.0 0.0 0.44
H 0.6734 2.3168 1.1956 0.1 0.1 -0.1 0.37
C 4.4594 -1.5603 -0.0360 0.1 -0.1 0.0 -0.77
O -1.1912 -0.3015 0.8392 -0.1 0.2 0.3 -0.26
H -5.7493 0.1313 0.9935 0.0 0.1 0.0 0.31
C -0.0441 -1.9647 -0.0935 0.1 0.4 0.5 -0.49
C 0.0185 -0.8675 0.7297 0.5 -0.7 -0.2 1.04
H 0.7649 -2.6186 -0.3491 0.2 -0.1 0.0 0.57
H 3.9976 -2.2208 -0.7525 -0.2 -0.1 -0.1 0.24
H 1.8520 2.7288 -0.0460 -0.1 0.0 0.1 0.42
H 1.9102 -0.9614 1.6990 -0.2 0.0 0.1 0.46
C 3.9669 -0.3639 0.2219 -0.1 0.1 -0.1 -0.38
H -0.6503 2.7737 -0.6856 -0.1 0.1 -0.1 0.34
H -5.3469 1.1619 -0.3933 0.0 0.0 0.1 0.30
C -2.0472 -1.0187 0.0784 0.3 -0.8 -0.6 0.32
H 4.4377 0.2869 0.9456 0.1 0.1 0.1 0.34
C -3.4503 -0.6332 -0.0300 -0.4 0.1 0.0 0.27
C 0.0353 1.9403 -0.7860 0.1 0.1 0.1 0.12
H 0.8123 0.3059 2.3020 0.1 -0.1 0.0 0.39
C -5.0737 0.9105 0.6339 -0.4 0.0 -0.1 -0.68
C 1.1789 -0.2036 1.4058 -0.2 0.1 0.0 -1.63
H -1.8142 -2.7944 -1.1692 -0.2 -0.1 -0.1 0.54
H 5.3506 -1.9291 0.4425 0.2 0.0 0.1 0.28
C 1.1233 1.9649 0.2605 0.1 0.1 0.0 -0.95
N 1.8713 0.7737 0.5890 0.0 0.0 -0.1 0.30
H 0.4946 0.2384 -1.9497 0.2 -0.2 0.1 0.20
```
Forces are in eV/Å.

As for the energy relative to the best compared isomer or geometry (same formula, charge and spin): 82.6 kcal/mol. The HOMO energy is -8.485 eV. The calculation puts the max |F| at 1.1 eV/Å. The structure (SMILES) is C=CCN(CC=C)Cc1ccc(C(=O)OC)o1.

=====

Entry 5:
Below is a 18-piece molecular cluster, C36H108O18 overall, with properties calculated with wB97M-V/def2-TZVPD.

```
162
Properties=species:S:1:pos:R:3:forces:R:3:mulliken_charge:R:1
H 0.8427 5.3972 7.1966 -0.1 -0.4 -0.2 0.29
O 1.4359 4.8671 7.7340 0.5 -0.1 0.6 -0.58
H 5.1667 -3.3666 1.6590 0.0 -0.3 0.1 0.26
H -1.9265 -1.6458 -4.2137 -0.3 0.4 0.1 -0.06
H 4.2823 1.7777 5.1749 -0.4 0.2 0.0 0.30
H 2.9329 2.0361 -6.1348 0.1 0.0 -0.1 0.35
H 1.9924 2.0249 6.0238 0.7 -0.4 0.5 -0.02
H -4.2880 -3.4939 1.6382 0.2 -0.1 -0.6 0.40
H 0.2610 0.9236 1.8400 -0.1 -0.4 0.6 0.07
H 2.1818 -4.2295 1.6708 0.6 0.6 0.1 0.32
C -1.0562 5.4959 -3.4264 -0.1 0.2 -1.3 0.19
H 5.9040 3.1564 0.5675 0.3 -0.5 0.4 0.26
H 0.9952 -2.9040 1.4400 0.2 0.2 0.0 0.10
H 0.0820 -6.5475 4.7046 0.0 -0.1 -0.1 0.25
H -3.3228 -1.7241 -0.1102 -0.4 -0.3 -0.2 -0.27
H 2.2788 4.4463 -0.1150 0.4 0.2 -0.9 0.37
O -6.2130 1.4045 -2.7698 -0.6 0.6 -0.9 -0.53
O 2.4119 -4.1923 4.1543 1.7 -0.9 1.1 -0.50
O -1.0341 3.6681 1.7682 -0.3 -0.7 0.0 -0.49
H 0.0750 -7.0771 -2.9897 0.2 -0.6 0.1 0.36
C 4.2891 4.0894 0.6340 -2.2 0.3 -1.1 -0.82
H 0.0733 -0.1218 -0.9600 0.1 0.1 -0.2 -0.04
H 2.0861 -5.3048 -1.0424 0.1 -0.2 -0.3 0.36
C -1.3211 -5.3225 5.2731 0.0 -0.5 -0.9 -0.38
O -4.8821 0.5477 -5.1814 1.0 1.8 -1.1 -0.59
H -5.8959 -1.1145 -5.0475 -0.3 -0.6 0.1 0.44
H 5.4516 -3.3834 4.1427 0.3 0.7 0.5 0.20
H 3.1574 3.4204 6.4637 0.0 -0.5 -0.2 0.27
H 3.5176 -0.8942 -4.2628 0.0 -0.5 0.0 0.31
C 4.5470 1.9178 4.1269 -0.7 -2.0 -0.8 -0.67
H -1.2763 5.4794 0.9583 0.6 0.4 -0.8 0.33
H 2.5258 1.0405 -3.2831 -0.2 0.4 0.0 0.28
C 1.3136 3.4339 7.5119 -1.2 1.9 0.2 -0.50
O -2.2377 -4.2032 -3.6967 0.5 -0.6 -1.0 -0.68
H -5.8530 -0.8215 -1.6818 -0.7 -0.3 -0.1 0.29
H -0.1436 -0.7751 6.9334 -0.1 -0.2 -0.4 0.30
C -4.8486 -0.8136 -5.0763 -1.0 -2.8 0.2 0.48
H 0.9287 1.3850 -9.1572 -0.2 -0.1 0.3 0.31
C -4.1659 -1.7034 -6.1724 -0.1 1.8 1.1 -1.24
H 0.5371 1.5459 -0.4826 0.6 -0.2 -0.1 0.06
C -2.4941 1.7747 -3.6095 1.2 0.1 -0.9 0.71
H -0.4249 -5.6281 -0.7375 -0.4 0.0 -0.2 0.24
C -0.0068 0.6472 -0.1917 -0.3 -0.2 -0.1 0.96
H -3.0889 -4.9920 4.2458 -0.3 -0.1 -0.6 0.34
H 0.9165 -2.9520 4.2200 -0.9 0.3 -0.7 0.18
O 0.2787 -7.0505 -2.0520 0.0 -1.0 0.1 -0.57
O 7.3274 -4.2733 3.9877 1.0 -0.3 0.6 -0.54
C -1.2079 5.7373 -4.9142 1.1 0.5 -0.7 -1.27
O -2.9298 -0.5013 1.4714 0.2 -0.2 0.5 -0.61
H 1.7516 -4.6304 4.6962 0.0 -0.4 0.1 0.39
H -3.4542 2.2715 -3.7486 0.3 0.6 -0.1 0.51
H -1.3922 -4.3361 5.7313 0.3 -0.1 0.1 0.31
H -7.1296 1.5329 -2.5147 -0.2 0.0 -0.2 0.32
C 0.0504 -5.6958 -1.7161 0.5 0.1 -0.8 0.11
C -5.8544 -0.0657 -0.8964 -0.1 -0.5 -0.3 -0.69
H 0.0632 2.1669 -7.1772 -0.4 -0.4 0.2 0.20
C 2.8858 3.5831 0.1579 0.2 0.6 0.7 -0.44
H -4.6271 -1.4804 -7.1346 0.2 -0.1 -0.1 0.39
H 0.8582 0.5485 -7.0110 0.0 0.1 1.1 0.26
H -2.3604 0.0623 0.9425 0.4 0.3 -0.5 0.28
C 6.0477 -4.0389 3.5077 -2.1 0.3 1.7 -0.05
O 1.5470 1.6782 -8.4839 1.0 0.6 -0.2 -0.58
H -0.6225 6.3876 -2.9737 0.0 -0.1 0.3 0.42
O 5.0863 3.0391 1.0566 1.1 -1.0 0.1 -0.48
H 2.2618 -2.1972 3.5346 0.8 -0.2 -0.2 -0.23
C 6.1218 -3.4716 2.1737 0.9 0.3 -2.2 -1.04
H -5.4356 2.0420 -0.9103 -0.5 0.5 -0.2 0.42
H -3.7429 -2.9267 -3.1692 -0.2 0.2 0.0 0.26
O 0.0381 -5.6445 5.0275 0.7 0.3 0.4 -0.48
H -0.4901 1.2683 4.5353 0.2 0.8 0.9 0.32
H 0.6236 -4.4332 2.1718 -0.4 0.1 0.4 0.13
H -4.4302 1.0606 -1.8740 0.1 0.3 -0.6 -0.40
H 2.0228 3.5022 -6.4841 -0.1 -0.1 -0.6 0.38
H -1.5277 -0.2367 3.5231 -0.3 0.0 -0.2 0.23
H -2.8164 6.0308 -2.8087 -0.1 -0.1 0.0 0.27
C 1.7475 -3.1582 3.5455 -1.3 0.4 -1.0 0.21
C -5.4793 1.2207 -1.6255 2.0 -1.2 2.5 0.43
H 5.6364 1.8944 4.1563 0.3 -0.4 -0.5 0.34
H 0.5160 -0.0892 4.5960 0.4 -0.4 0.1 -0.09
C 1.0042 1.6168 -7.1706 0.3 1.5 0.1 -0.01
H -1.9095 -1.1166 -2.4682 -0.7 0.1 -0.1 -0.21
H -1.7199 3.2259 -2.6561 -0.1 0.4 0.5 -0.46
H 1.4459 -0.2314 1.2155 0.4 0.5 -0.4 0.49
O 4.0983 3.1090 3.6269 -0.4 2.5 0.4 -0.49
H 4.1179 -0.1224 3.6263 -0.1 -0.5 -0.5 0.31
O -1.7585 2.2871 -2.4595 -1.1 -0.9 -0.7 -0.03
H 2.1845 -0.2027 -2.1252 0.0 -0.6 -0.3 0.41
H -2.1387 -6.3454 3.5358 -0.2 -0.2 0.2 0.42
H 0.3396 4.4865 0.6224 -0.3 1.0 -1.0 -0.27
H -2.6734 -3.4539 -1.8760 0.0 0.3 0.3 0.42
C -2.0956 -5.3471 3.9713 -0.3 0.1 0.2 -0.79
H -6.8049 0.0067 -0.3677 -0.2 -0.2 -0.2 0.42
H -1.7944 4.9838 -5.4400 0.1 -0.1 0.3 0.29
C -3.0057 -1.8111 0.9291 -0.5 0.7 0.5 0.98
H 6.8241 -4.1087 1.6361 -0.4 -0.3 -0.6 0.34
H 1.5992 2.5649 -5.1453 -0.5 -0.6 0.0 0.16
H -0.5097 -5.3625 -2.5897 -0.8 0.9 0.9 -0.01
H -1.1431 3.1539 0.9648 -0.5 -0.8 0.2 0.10
C 3.8013 0.8455 3.2377 1.2 -0.1 1.9 -0.34
O -2.3548 5.2106 -2.9981 -0.9 -0.3 1.4 -0.48
C 2.4304 -0.8162 -4.2751 -0.2 -0.7 1.5 -0.39
H -4.9161 -1.9173 1.9957 0.1 0.3 -0.4 0.27
C -1.5185 1.8440 -4.8140 -0.6 0.5 0.7 -0.43
C 2.1374 3.0632 6.3220 -0.5 -0.2 -0.5 -0.15
H 1.7143 3.5273 5.4310 0.1 0.6 0.1 0.05
H 4.2083 4.8450 1.4154 -0.2 0.1 0.0 0.30
O 1.8446 -2.1027 -3.9563 0.7 0.0 -0.5 -0.45
H -1.7235 1.1806 -0.9482 -0.1 0.6 -0.4 -0.12
H 2.7427 0.9548 3.4735 -0.1 0.1 -0.2 -0.11
C -0.3488 0.2278 6.5589 -0.5 -0.2 -1.3 -1.25
C 1.3819 -3.6511 2.1331 -0.7 -0.1 0.0 -0.59
H -0.3861 5.8241 3.2518 0.3 -0.2 0.1 0.36
C -3.9866 -2.4704 1.8610 -0.7 -1.2 0.6 -1.63
H -0.7637 -2.1812 -3.0842 0.1 -0.6 0.2 -0.13
H 0.4919 0.8237 6.9141 -0.5 0.3 0.1 0.23
C 1.3351 -4.9215 -1.7331 0.1 0.9 0.0 -0.72
H 3.0125 2.8293 -0.6192 -0.1 0.3 -0.2 0.22
H 0.2459 3.2712 7.3646 -0.1 -0.5 -0.2 0.31
H 4.5913 3.2362 2.8130 0.0 0.1 -0.2 0.31
H 1.1979 4.9895 2.7938 -0.4 -0.4 0.3 0.13
H -2.7843 0.7257 -3.5505 0.4 -0.1 0.9 -0.57
H -1.6677 -4.7337 3.1783 0.1 0.4 0.3 0.03
C -1.8244 -1.9457 -3.1707 0.9 0.1 -0.3 0.58
H -5.1396 0.8086 -4.2942 -0.4 0.7 0.0 0.18
H -1.9175 1.2428 -5.6310 0.4 0.1 -0.1 0.39
H -0.4504 4.6321 -3.1525 0.3 0.0 -0.3 -0.01
C 0.4099 0.0996 1.1422 0.7 0.0 0.2 -0.95
C -0.4182 0.2900 5.0104 0.8 0.2 -0.2 0.52
H 2.1828 -0.4257 -5.2622 -0.4 -0.1 0.0 0.04
C 1.9844 0.1036 -3.1520 0.2 0.9 -1.0 -0.02
C 1.9297 2.4600 -6.1787 -0.1 -1.0 -0.7 -0.98
H -3.1074 -1.4446 -6.1486 0.1 -0.2 -0.5 0.25
H 6.6330 -2.5139 2.0757 -0.2 0.3 0.7 0.28
H 7.2912 -5.0167 4.5940 0.1 0.1 0.1 0.31
O -1.5109 -0.4036 4.4683 -0.5 -1.0 0.6 -0.60
H 1.6747 -4.8295 -2.7648 0.5 -0.3 0.1 0.23
H 4.7657 4.5200 -0.2466 -0.2 0.5 0.0 0.54
H 0.7205 6.4275 2.0044 0.0 0.5 0.3 0.39
H -4.4478 -1.0215 -4.0842 0.3 -0.7 0.1 -0.33
H -1.3373 0.4957 6.9319 0.3 0.4 0.4 0.35
H 5.3951 -4.9072 3.5990 0.3 -0.6 -0.7 0.25
H 1.1476 -3.8855 -1.4507 -0.1 0.2 0.2 0.06
H -2.0574 -2.3481 0.9106 0.3 0.0 0.2 0.30
H -3.5967 -2.5709 2.8739 0.5 0.4 0.0 0.24
H 2.1793 3.1793 0.8831 0.8 -0.5 0.8 0.06
H -2.6256 -5.0306 -3.4025 -0.1 0.1 0.0 0.36
H -0.0821 -0.8387 1.3983 -0.8 0.4 0.1 -0.25
H -0.5348 1.5517 -4.4467 -0.1 -0.8 -0.2 -0.11
H 1.5519 3.0078 8.4864 0.4 -0.3 -0.3 0.33
H -1.7349 -6.0786 5.9402 -0.2 0.2 0.3 0.29
H -4.2768 -2.7620 -5.9372 -0.1 0.1 0.1 0.28
H 1.0297 -2.2804 -4.4316 0.0 0.3 -0.2 0.26
H 3.9966 0.9673 2.1723 0.1 0.0 0.2 0.29
C -0.4448 4.8543 1.2839 1.0 -0.4 2.5 0.50
C 0.3097 5.5297 2.4661 -0.4 0.5 -1.6 -1.16
O -1.3689 1.0740 -0.0625 0.0 -0.4 0.4 -0.07
H -5.1322 -0.4927 -0.2005 0.2 0.8 0.3 -0.18
H -1.6855 6.7005 -5.0939 -0.3 0.0 0.2 0.40
H -1.3038 2.8655 -5.1281 -0.5 0.2 -0.3 -0.04
C -2.7035 -3.1392 -2.9191 -0.2 0.0 0.9 -0.61
H -0.2402 5.8613 -5.4003 0.2 -0.3 -0.2 0.32
H 0.9219 0.2609 -3.3379 -0.1 0.3 0.6 -0.52
```
Forces are in eV/Å.

As for the energy relative to the best compared isomer or geometry (same formula, charge and spin): 104.5 kcal/mol. The HOMO energy is -9.442 eV. The calculation puts the max |F| at 3.4 eV/Å.

=====

What is the energy relative to the best compared isomer or geometry (same formula, charge and spin) in the fifth record?
104.5 kcal/mol

=====

max |F| of number 1 (C7H12)?
0.6 eV/Å

=====

What is the energy relative to the best compared isomer or geometry (same formula, charge and spin) in the second record?
0.0 kcal/mol